# C6H2N2S3

A structure of composition C6H2N2S3 in a non-equilibrium geometry (ωB97M-V with the def2-TZVPD basis set, OMol25).

Structure (XYZ):
```
13
C6H2N2S3, DFT ωB97M-V with the def2-TZVPD basis set
C -2.45819 -1.58039 -1.33721
C 2.87521 -1.43307 0.45704
C -3.78092 0.38823 0.68008
C 2.96017 0.83310 -0.10246
C -1.12228 0.12780 -0.25235
C 1.71319 0.31957 0.14770
N -1.67695 -0.71481 -1.00043
N 1.70994 -1.03691 0.51874
S -4.32607 -0.75111 -0.11656
S 4.20678 -0.33498 0.04242
S 0.08340 1.12165 0.28305
H -3.43791 1.23650 1.14413
H 3.25361 1.82442 -0.46414
```

- lowest unoccupied orbital energy (alpha / beta) (eV) = -12.064 / -12.063
- HOMO energy (alpha / beta) (eV) = -16.596 / -16.596
- orbital gap (alpha / beta) (eV) = 4.5 / 4.5
- charge = +2